Computed, not measured: a gas-phase ion, C5H6NO4PS (charge -2) in a non-equilibrium geometry, with ωB97M-V with the def2-TZVPD basis set.

Calculated values
- molecular weight (g mol⁻¹) = 207.15
- HOMO-LUMO gap (eV) = 5.2955
- charge = -2
- SMILES string = O=C1C[C@H]2SC[C@H](P(=O)([O-])[O-])N12
- total energy (eV) = -35085.9325

Geometry (Å):
C -1.300 0.447 1.464
H -2.206 1.846 0.074
O 2.148 -3.166 1.595
O 1.933 -2.718 -0.835
H -1.593 -0.907 -1.179
C 1.061 -0.662 0.771
P 2.271 -2.169 0.525
N -0.725 -0.568 0.749
H 1.740 -0.788 -1.098
C 1.514 0.054 -0.443
O 3.471 -1.184 0.679
H -3.259 0.520 0.109
C -1.213 -0.161 -0.534
H 1.203 -0.001 1.690
C -2.224 0.828 0.210
H 2.215 0.920 -0.139
S 0.089 0.805 -1.330
O -1.345 0.738 2.632

Forces on the atoms, in the same order (eV/Å):
C -2.810 -1.655 -1.161
H 0.449 2.405 -1.133
O -0.342 -1.440 1.997
O -0.104 0.333 -1.071
H -0.494 -0.915 -0.469
C -1.780 0.588 2.470
P 1.107 1.286 0.952
N 3.915 -0.571 0.481
H 1.311 0.888 -0.563
C -0.563 1.895 -0.813
O -0.870 -0.938 -0.583
H -0.279 -0.434 0.763
C -0.209 2.766 0.921
H -0.051 -1.326 -0.921
C 0.922 -2.494 0.536
H -0.798 -1.802 -1.116
S -0.048 0.820 -0.504
O 0.644 0.594 0.213

---

Computed, not measured: a molecular structure, C15H30ClF3N2O8SSi2 in a non-equilibrium geometry, with ωB97M-V with the def2-TZVPD basis set.

Calculated values
- molecular weight (g mol⁻¹) = 547.10
- HOMO-LUMO gap (eV) = 1.9866
- charge = -2
- total energy (eV) = -82670.6557

Geometry (Å):
H -1.207 2.373 -2.115
H 1.781 2.565 2.995
O -6.344 4.763 0.112
C -1.560 2.213 -1.110
H -1.578 -3.754 1.004
H 2.172 -3.242 0.862
S -6.503 5.380 -1.243
H -1.957 0.582 0.173
Cl -1.621 -1.619 4.690
H -0.226 1.793 1.948
F -3.662 1.593 -1.960
H 1.149 -5.395 -0.731
H 3.555 -5.088 0.201
F -3.582 2.388 0.084
F -3.250 3.745 -1.627
O 1.251 2.395 -2.944
H -1.536 0.071 -1.434
H -0.543 -3.191 -2.170
C -1.189 -2.526 3.190
H 2.121 3.832 -0.832
C 2.729 3.036 -1.235
C 0.014 -2.300 -1.894
H 3.345 3.471 -2.008
H 3.621 -3.945 -1.150
H -2.968 -1.976 2.216
N 1.588 0.714 -1.405
O -6.920 4.328 -2.221
H -0.499 -1.458 -2.334
H -1.488 -3.546 3.372
C 1.274 -3.725 0.488
O 3.177 -0.701 -2.277
C 0.666 1.873 1.332
H 3.276 -5.619 -1.441
C 1.859 1.767 2.256
H 0.678 2.873 0.920
O -7.541 6.454 -1.187
H 3.380 2.614 -0.489
H 2.797 1.940 1.740
C -3.047 2.496 -1.148
H 1.002 -2.429 -2.307
H -2.394 -2.608 0.004
C 1.814 2.051 -1.924
C 3.098 -4.804 -0.749
H 4.082 0.819 0.147
C -1.908 -1.914 2.014
C -1.600 -2.701 0.733
H 0.866 -4.317 1.305
Si 0.463 0.563 -0.018
N 1.682 -4.549 -0.659
C -1.277 0.775 -0.653
H 2.507 0.566 3.628
O 0.738 -0.925 0.659
C 2.800 -0.076 -1.302
O 1.856 0.522 2.933
H 4.390 -0.860 -0.176
Si 0.084 -2.309 -0.033
O -5.197 5.971 -1.673
H -1.602 -0.882 1.952
H 3.026 -0.431 0.837
H -0.117 -2.427 3.102
C 3.606 -0.136 -0.028
H -1.130 2.924 -0.421

Forces on the atoms, in the same order (eV/Å):
H 0.346 0.232 -0.255
H 0.004 0.200 0.158
O 0.021 0.007 -0.038
C -0.411 -0.582 -0.042
H -0.007 -0.366 -0.088
H 0.214 0.156 0.260
S 0.009 0.026 0.014
H -0.091 -0.203 0.334
Cl 0.067 -0.087 0.060
H -0.311 0.044 0.052
F 0.050 0.369 0.338
H -0.103 -0.168 0.101
H 0.140 0.004 0.287
F -0.002 -0.016 -0.435
F -0.012 -1.435 0.523
O 0.459 -0.332 1.196
H -0.049 -0.077 -0.194
H -0.160 -0.271 -0.045
C -0.155 0.677 0.352
H -0.171 0.179 0.265
C 0.121 -0.386 -0.363
C -0.165 -0.144 0.476
H 0.159 0.211 -0.242
H 0.145 0.363 0.009
H -0.369 0.288 0.081
N 0.929 0.277 1.414
O 0.033 0.022 0.029
H 0.053 0.270 -0.129
H 0.034 -0.366 -0.037
C -0.098 0.467 -0.692
O -0.326 0.722 0.790
C 0.536 -0.759 -0.134
H 0.019 -0.206 -0.236
C -0.269 0.473 0.492
H -0.151 0.285 -0.247
O 0.025 -0.055 0.009
H -0.004 -0.113 0.411
H 0.323 -0.120 -0.337
C -0.179 1.142 -0.394
H 0.343 0.179 -0.222
H -0.248 0.263 -0.207
C -0.922 -0.088 -1.841
C -0.047 -0.349 -0.065
H 0.014 0.331 0.173
C -0.033 -0.659 -0.102
C 0.532 0.389 0.158
H -0.031 -0.153 0.246
Si -0.621 0.510 0.176
N -0.147 0.173 -0.024
C 0.269 0.197 0.137
H 0.240 -0.026 0.350
O -0.485 -0.014 -0.944
C 0.188 -0.671 -1.252
O -0.130 -0.317 -0.361
H 0.240 -0.262 -0.088
Si 0.180 -0.870 0.287
O -0.032 0.020 0.007
H -0.122 0.408 -0.123
H -0.269 0.169 0.197
H 0.321 -0.153 -0.069
C -0.016 -0.220 -0.200
H 0.122 0.419 0.024

---

Computed, not measured: a molecular structure, C3H3N3O, with ωB97M-V with the def2-TZVPD basis set.

Calculated values
- molecular weight (g mol⁻¹) = 97.08
- HOMO-LUMO gap (eV) = 10.2614
- total energy (eV) = -9672.9359

Geometry (Å):
H -2.042 -0.311 0.010
C -1.051 0.140 -0.088
H -0.215 -1.812 -0.753
C 0.013 -0.877 -0.249
C 1.235 -0.685 0.210
H 3.082 -0.158 0.204
N -1.259 1.271 -1.019
N 2.328 -0.586 0.739
N -1.182 2.061 -0.061
O -0.835 1.125 0.944

Forces on the atoms, in the same order (eV/Å):
H 0.093 -0.146 0.174
C -0.108 -0.311 -0.252
H 0.058 0.156 0.096
C 0.183 0.098 -0.035
C 0.382 0.074 0.108
H -0.112 -0.034 -0.014
N 0.048 0.144 0.348
N -0.615 -0.044 -0.249
N 0.377 -0.165 -0.158
O -0.305 0.228 -0.018

---

Energy relative to the best compared isomer or geometry (same formula, charge and spin) (kJ/mol)
90.56; 59.38; 435.96